# 1
75
Properties=species:S:1:pos:R:3 method="wB97M-V/def2-TZVPD" orbital_gap_ev="4.4802 / 6.5877" de_lowest_kj_mol=74.5 e_lumo_ev="2.302 / 2.298" s2=2.03 charge=-1 multiplicity=3
Ti 0.57 -0.32 0.36
C 0.92 2.79 0.55
N -0.38 2.10 0.48
C -1.02 2.17 1.81
C -0.23 1.39 2.82
C -0.26 1.76 4.14
C 0.41 1.02 5.11
C 1.12 -0.11 4.65
C 1.14 -0.42 3.32
N 0.50 0.32 2.33
C -1.30 2.68 -0.51
C -1.22 2.22 -1.95
C -2.40 2.17 -2.69
C -2.35 1.74 -4.00
C -1.12 1.36 -4.53
C 0.00 1.46 -3.72
N -0.05 1.89 -2.46
C 1.96 2.21 -0.36
C 2.94 3.02 -0.91
C 3.90 2.46 -1.73
C 3.82 1.10 -1.99
C 2.81 0.36 -1.41
N 1.91 0.88 -0.55
H 1.29 2.70 1.57
H 0.80 3.86 0.34
H -2.03 1.76 1.72
H -1.12 3.21 2.14
H -0.84 2.64 4.42
H 0.39 1.30 6.15
H 1.65 -0.75 5.34
H 1.67 -1.29 2.97
H -1.21 3.77 -0.51
H -2.31 2.44 -0.16
H -3.35 2.44 -2.23
H -3.25 1.67 -4.60
H -1.04 0.99 -5.55
H 0.98 1.18 -4.09
H 2.93 4.08 -0.71
H 4.69 3.07 -2.16
H 4.53 0.61 -2.64
H 2.72 -0.69 -1.60
F -5.95 -0.53 2.98
C -4.75 -1.00 2.62
C -3.97 -0.32 1.70
F -4.42 0.83 1.17
C -2.74 -0.83 1.36
F -2.00 -0.13 0.48
C -2.19 -2.00 1.88
S -0.63 -2.56 1.41
C -3.02 -2.66 2.80
F -2.61 -3.80 3.37
C -4.26 -2.17 3.16
F -5.01 -2.83 4.06
C 5.25 -2.25 2.28
C 4.41 -2.99 1.22
C 3.96 -4.34 1.78
C 5.24 -3.20 -0.04
C 3.22 -2.17 0.90
C 2.21 -1.52 0.68
H 6.12 -2.85 2.55
H 4.66 -2.06 3.18
H 5.58 -1.28 1.89
H 4.83 -4.97 2.01
H 3.33 -4.87 1.06
H 3.38 -4.21 2.70
H 6.12 -3.81 0.18
H 5.58 -2.24 -0.44
H 4.65 -3.70 -0.81
Cl 1.09 -3.50 -2.00
C -0.49 -2.98 -2.57
Cl -1.67 -4.26 -2.31
Cl -0.38 -2.64 -4.33
C -1.01 -1.63 -1.91
O -2.15 -1.34 -2.15
O -0.12 -0.92 -1.30

# 2
64
Properties=species:S:1:pos:R:3 method="wB97M-V/def2-TZVPD" orbital_gap_ev=3.3001 de_lowest_kj_mol=0.0 e_lumo_ev=-1.957 charge=0 multiplicity=1
F 7.58 1.97 -3.37
C 7.27 0.80 -2.74
F 7.99 -0.19 -3.37
F 7.76 0.89 -1.46
C 5.79 0.52 -2.74
C 5.35 -0.80 -2.70
C 3.99 -1.06 -2.67
C 3.04 0.02 -2.65
C 1.65 -0.23 -2.58
C 0.72 0.81 -2.57
N -0.12 1.63 -2.56
C 3.54 1.35 -2.70
C 4.90 1.59 -2.74
H 6.06 -1.62 -2.70
H 3.62 -2.09 -2.64
H 1.27 -1.25 -2.58
H 2.85 2.20 -2.71
H 5.27 2.61 -2.77
C -3.19 5.45 1.62
C -3.88 5.30 0.40
C -4.20 4.03 -0.07
C -3.83 2.90 0.67
C -4.15 1.52 0.14
N -3.19 0.49 0.59
C -3.72 -0.69 1.30
C -3.41 -2.01 0.64
C -3.02 -3.10 1.43
C -2.67 -4.31 0.84
C -2.74 -4.44 -0.55
C -3.16 -3.37 -1.35
C -3.51 -2.15 -0.75
C -1.87 0.69 0.50
C -0.90 -0.24 0.91
C 0.40 0.08 1.21
C 1.34 -0.90 1.68
C 2.40 -0.55 2.55
C 3.25 -1.51 3.08
C 3.08 -2.86 2.73
C 2.05 -3.24 1.86
C 1.19 -2.28 1.34
C -3.18 3.05 1.90
C -2.84 4.32 2.36
H -2.94 6.44 1.98
H -4.17 6.18 -0.18
H -4.72 3.88 -1.02
H -5.14 1.18 0.47
H -4.18 1.54 -0.97
H -3.33 -0.69 2.33
H -4.81 -0.54 1.36
H -2.96 -2.96 2.52
H -2.35 -5.14 1.47
H -2.48 -5.39 -1.02
H -3.23 -3.46 -2.43
H -3.84 -1.30 -1.35
H -1.55 1.67 0.11
H -1.22 -1.27 1.04
H 0.70 1.14 1.19
H 2.51 0.51 2.80
H 4.05 -1.22 3.77
H 3.76 -3.62 3.14
H 1.92 -4.28 1.58
H 0.38 -2.57 0.66
H -2.92 2.17 2.48
H -2.29 4.41 3.31

# 3
73
Properties=species:S:1:pos:R:3 method="wB97M-V/def2-TZVPD" orbital_gap_ev="7.1372 / 5.1977" de_lowest_kj_mol=0.0 e_lumo_ev="-0.038 / -1.939" s2=8.77 charge=0 multiplicity=6
Fe 11.00 11.37 9.46
C 8.30 7.74 7.78
C 9.39 8.74 7.99
N 9.17 10.08 7.88
N 8.05 10.45 7.28
C 7.95 11.82 7.12
N 7.32 12.22 6.01
S 8.67 12.95 8.16
C 10.83 8.34 8.20
C 11.20 6.99 8.04
C 12.52 6.67 8.17
C 13.44 7.69 8.40
C 12.97 9.00 8.48
N 11.67 9.32 8.54
H 7.54 8.27 7.15
H 7.87 7.50 8.73
H 8.66 6.86 7.25
H 6.96 11.55 5.32
H 7.35 13.23 5.76
H 10.40 6.30 7.72
H 12.81 5.62 8.13
H 14.49 7.44 8.58
H 13.70 9.82 8.47
C 13.42 6.62 14.00
C 13.18 7.81 13.18
C 14.08 8.85 13.19
C 13.88 10.04 12.48
C 12.78 10.25 11.64
N 12.70 11.20 10.66
C 13.75 12.08 10.41
C 15.09 11.67 10.25
C 16.13 12.55 9.97
C 15.90 13.89 9.65
C 17.04 14.77 9.21
C 14.56 14.35 9.74
C 13.55 13.47 10.16
N 12.24 14.04 10.25
C 11.93 15.38 10.47
C 10.63 15.46 10.88
C 10.15 14.12 10.87
N 11.12 13.31 10.37
C 11.73 9.31 11.94
C 11.99 8.04 12.50
N 10.31 9.60 11.77
C 9.29 8.92 12.30
C 8.09 9.48 11.94
C 8.44 10.53 11.09
N 9.76 10.64 10.96
H 14.32 6.05 13.69
H 13.51 6.97 15.01
H 12.58 5.90 13.99
H 15.04 8.71 13.71
H 14.63 10.80 12.62
H 15.41 10.65 10.44
H 17.16 12.18 9.86
H 17.80 14.85 9.96
H 17.52 14.38 8.28
H 16.77 15.79 8.99
H 14.28 15.39 9.53
H 12.68 16.15 10.32
H 10.07 16.35 11.12
H 9.18 13.81 11.10
H 11.19 7.32 12.50
H 9.47 8.15 13.06
H 7.09 9.21 12.31
H 7.72 11.16 10.52
N 11.91 12.17 7.71
C 12.75 12.41 6.92
C 13.74 12.56 5.98
C 14.48 13.71 5.88
N 15.15 14.66 5.85
C 14.20 11.46 5.23
N 14.51 10.51 4.60

# 4
67
Properties=species:S:1:pos:R:3 method="wB97M-V/def2-TZVPD" orbital_gap_ev="2.4852 / 2.8341" e_lumo_ev="-0.659 / -3.731" s2=8.89 charge=0 multiplicity=6
C -3.00 -1.24 4.16
C -3.09 -0.22 3.05
O -1.86 -0.33 2.28
C -1.85 0.52 1.21
C -0.59 0.55 0.51
P -0.50 1.74 -0.74
C -1.75 1.44 -2.02
C -2.68 2.41 -2.41
C -3.62 2.12 -3.39
C -3.67 0.85 -3.97
C -2.77 -0.14 -3.55
C -1.81 0.15 -2.58
C -0.65 3.49 -0.28
C -0.43 4.51 -1.23
C -0.56 5.85 -0.87
C -0.91 6.20 0.44
C -1.11 5.20 1.39
C -0.98 3.85 1.04
C 1.13 1.59 -1.51
C 1.31 1.23 -2.85
C 2.59 1.04 -3.36
C 3.71 1.21 -2.53
C 3.54 1.59 -1.20
C 2.26 1.79 -0.68
O -2.85 1.21 0.93
H -3.86 -1.09 4.80
H -3.03 -2.26 3.77
H -2.09 -1.14 4.75
H -3.96 -0.40 2.42
H -3.18 0.80 3.46
H 0.28 0.13 0.99
H -2.67 3.40 -1.94
H -4.34 2.89 -3.70
H -4.43 0.61 -4.72
H -2.81 -1.15 -3.97
H -1.12 -0.62 -2.24
H -0.15 4.25 -2.25
H -0.39 6.63 -1.62
H -1.02 7.25 0.72
H -1.37 5.45 2.42
H -1.14 3.07 1.78
H 0.44 1.10 -3.50
H 2.71 0.73 -4.40
H 4.71 1.05 -2.93
H 4.40 1.74 -0.54
H 2.12 2.08 0.36
O 4.04 -6.77 1.45
C 3.46 -5.76 1.35
Fe 2.63 -4.27 0.89
C 4.14 -3.66 0.13
O 5.10 -3.48 -0.50
C 2.18 -5.07 -0.63
O 2.15 -5.65 -1.64
C 1.40 -2.16 0.59
C 0.12 -2.75 0.67
C -0.13 -3.96 1.26
C 0.89 -4.78 1.84
C 1.78 -4.28 2.85
C 2.21 -2.97 2.84
C 2.39 -2.31 1.60
H 1.68 -1.61 -0.32
H -0.70 -2.25 0.14
H -1.15 -4.37 1.22
H 0.72 -5.87 1.82
H 2.10 -4.96 3.66
H 2.70 -2.54 3.73
H 3.29 -1.67 1.53

# 5
71
Properties=species:S:1:pos:R:3 method="wB97M-V/def2-TZVPD" orbital_gap_ev="5.0918 / 6.1277" de_lowest_kj_mol=70.6 e_lumo_ev="1.751 / 1.609" s2=2.03 charge=-1 multiplicity=3
Ti -0.44 0.90 0.85
N -1.83 -1.68 4.21
C -1.11 -0.93 3.30
S -1.30 0.80 3.33
N -0.32 -1.60 2.53
N 0.36 -0.77 1.64
C 1.54 -1.20 1.21
C 2.04 -2.57 1.48
C 3.33 -2.79 1.97
C 3.81 -4.08 2.19
C 3.00 -5.17 1.93
C 1.71 -4.97 1.44
C 1.23 -3.69 1.23
C 2.28 -0.25 0.44
C 3.48 -0.53 -0.24
C 4.10 0.47 -0.95
C 3.52 1.75 -0.99
C 2.32 1.93 -0.36
N 1.69 0.98 0.35
H -2.65 -1.23 4.57
H -1.92 -2.66 3.96
H 3.95 -1.94 2.20
H 4.81 -4.22 2.58
H 3.37 -6.18 2.10
H 1.07 -5.82 1.24
H 0.22 -3.53 0.88
H 3.89 -1.53 -0.22
H 5.02 0.26 -1.48
H 3.97 2.57 -1.54
H 1.83 2.89 -0.42
S -3.60 3.00 0.91
C -3.58 1.32 0.82
N -2.58 0.48 0.55
C -3.01 -0.86 0.50
C -2.22 -1.95 0.14
C -2.76 -3.23 0.16
C -4.09 -3.44 0.52
C -4.89 -2.36 0.86
C -4.34 -1.08 0.83
S -5.09 0.45 1.11
H -1.19 -1.79 -0.16
H -2.14 -4.07 -0.13
H -4.50 -4.45 0.54
H -5.94 -2.50 1.12
C -1.03 -0.77 -4.39
C -0.58 0.61 -3.91
C -1.57 1.68 -4.39
C 0.82 0.92 -4.47
C -0.53 0.62 -2.43
C -0.50 0.63 -1.21
H -1.09 -0.79 -5.48
H -2.02 -1.01 -3.98
H -0.33 -1.54 -4.06
H -1.63 1.67 -5.49
H -1.26 2.67 -4.07
H -2.57 1.49 -3.98
H 0.79 0.95 -5.57
H 1.53 0.16 -4.15
H 1.17 1.89 -4.11
N 1.59 7.93 1.26
C 1.22 6.84 1.24
C 0.75 5.47 1.22
C 1.08 4.59 2.24
C 0.63 3.29 2.19
N -0.14 2.82 1.17
C -0.47 3.70 0.18
C -0.05 5.00 0.18
H 1.69 4.92 3.07
H 0.86 2.59 2.97
H -1.07 3.30 -0.62
H -0.33 5.66 -0.63

# 6
64
Properties=species:S:1:pos:R:3 method="wB97M-V/def2-TZVPD" orbital_gap_ev=4.6205 e_lumo_ev=-4.760 charge=+1 multiplicity=1
C -5.37 4.46 1.25
O -5.08 3.06 1.19
C -3.81 2.60 1.28
C -3.64 1.20 1.09
C -2.38 0.66 1.07
C -1.21 1.46 1.20
C 0.05 0.86 0.98
C 1.33 1.48 1.00
C 2.49 0.67 1.22
C 3.74 1.22 1.32
C 3.92 2.63 1.21
O 5.20 3.07 1.33
C 5.50 4.47 1.28
C 2.79 3.45 0.98
C 1.55 2.87 0.80
C -1.42 2.81 1.60
C -2.67 3.40 1.56
H -6.46 4.50 1.15
H -5.07 4.90 2.21
H -4.90 5.01 0.41
H -4.53 0.59 0.97
H -2.26 -0.42 0.93
H 0.05 -0.21 0.78
H 2.36 -0.40 1.35
H 4.62 0.62 1.50
H 6.59 4.50 1.35
H 5.17 4.93 0.33
H 5.06 5.00 2.14
H 2.90 4.54 0.96
H 0.72 3.51 0.49
H -0.58 3.40 1.96
H -2.78 4.47 1.75
C 4.14 -1.13 -4.23
C 3.06 -0.35 -4.67
C 1.82 -0.42 -4.02
C 1.64 -1.26 -2.91
C 0.29 -1.29 -2.21
C -0.05 -2.46 -1.48
N -1.28 -2.68 -0.88
C -2.40 -2.05 -1.36
C -3.65 -2.31 -0.83
C -3.81 -3.18 0.23
C -2.69 -3.86 0.74
C -1.41 -3.61 0.17
C -0.29 -4.30 0.64
C -0.42 -5.23 1.68
C -1.67 -5.45 2.29
C -2.79 -4.78 1.82
O -0.45 -0.28 -2.29
C 2.73 -2.03 -2.47
C 3.97 -1.97 -3.12
H 5.11 -1.06 -4.73
H 3.17 0.31 -5.53
H 0.98 0.17 -4.37
H 0.62 -3.32 -1.53
H -2.25 -1.38 -2.19
H -4.49 -1.79 -1.28
H -4.79 -3.36 0.66
H 0.69 -4.12 0.20
H 0.46 -5.78 2.02
H -1.75 -6.15 3.13
H -3.77 -4.95 2.27
H 2.60 -2.69 -1.61
H 4.80 -2.58 -2.77

# 7
74
Properties=species:S:1:pos:R:3 method="wB97M-V/def2-TZVPD" orbital_gap_ev=6.1278 e_lumo_ev=-6.574 charge=+2 multiplicity=1
Os -0.24 -0.37 0.09
O 3.53 -0.29 1.20
C 2.34 -0.25 1.20
O 1.63 0.13 0.11
C 1.48 -0.61 2.38
C 1.99 -0.71 3.66
C 1.10 -0.93 4.71
C -0.26 -1.03 4.43
C -0.69 -0.93 3.12
N 0.17 -0.74 2.12
H 3.05 -0.60 3.81
H 1.45 -1.00 5.72
H -0.98 -1.19 5.22
H -1.74 -1.01 2.85
S 2.71 -4.92 1.96
C 3.67 -6.33 2.10
C 3.91 -6.90 0.88
C 3.30 -6.19 -0.18
C 2.61 -5.09 0.24
C 1.90 -4.12 -0.58
C 1.23 -3.04 0.03
N 0.61 -2.11 -0.67
C 0.63 -2.15 -2.02
C 1.22 -3.21 -2.72
C 1.16 -3.19 -4.16
C 0.57 -2.17 -4.82
C -0.01 -1.06 -4.11
C -0.62 0.03 -4.73
C -1.16 1.06 -3.98
C -1.04 0.97 -2.57
N -0.46 -0.04 -1.97
C 0.04 -1.06 -2.72
C -1.82 2.21 -4.59
C -2.12 2.40 -5.91
C -2.77 3.63 -6.16
C -2.97 4.36 -5.02
S -2.35 3.56 -3.64
C 1.86 -4.20 -1.96
H 4.01 -6.66 3.07
H 4.49 -7.80 0.76
H 3.38 -6.51 -1.21
H 1.17 -2.95 1.10
H 1.60 -4.01 -4.70
H 0.54 -2.17 -5.90
H -0.66 0.07 -5.81
H -1.42 1.76 -1.93
H -1.89 1.69 -6.69
H -3.09 3.96 -7.14
H -3.43 5.32 -4.92
H 2.33 -5.02 -2.48
C -0.41 5.32 2.80
N 0.10 3.98 2.51
C 1.57 3.94 2.44
C -0.71 3.02 2.04
S 0.07 2.01 0.83
N -1.94 2.97 2.54
C -2.22 3.36 3.93
C -3.10 2.48 1.82
H 0.13 6.03 2.18
H -0.26 5.58 3.85
H -1.47 5.39 2.56
H 1.95 4.45 3.33
H 1.93 4.45 1.55
H 1.92 2.92 2.44
H -1.29 3.48 4.48
H -2.80 2.56 4.38
H -2.80 4.28 3.98
H -2.81 2.18 0.82
H -3.84 3.28 1.74
H -3.55 1.64 2.35
O -1.77 -1.86 -0.18
C -2.67 -1.00 -0.02
O -2.24 0.16 0.24
H -3.74 -1.22 -0.10